{
  "formula": "C3H7O2Sn",
  "method": "ωB97M-V/def2-TZVPD",
  "symbols": ["O", "C", "C", "O", "C", "Sn", "H", "H", "H", "H", "H", "H", "H"],
  "positions_angstrom": [[-0.306, 2.061, -1.306], [0.293, 1.676, -0.124], [0.560, 0.180, -0.043], [-0.661, -0.453, 0.288], [-0.527, -1.795, 0.693], [-1.249, 0.996, -2.407], [-0.299, 2.021, 0.749], [1.273, 2.182, -0.008], [1.399, 0.042, 0.660], [0.990, -0.465, -0.833], [0.050, -2.393, -0.032], [0.015, -1.838, 1.651], [-1.539, -2.215, 0.712]],
  "mulliken_charge": [-0.465, -0.140, -0.811, -0.271, -0.714, 0.239, 0.218, 0.290, 0.444, 0.396, 0.299, 0.277, 0.239],
  "multiplicity": 2,
  "de_lowest_kcal_mol": 13.15,
  "lumo_energy_ev": [-0.13, -0.04],
  "orbital_gap_ev": [5.523, 9.812]
}

---

{
  "formula": "C3H7O3",
  "method": "ωB97M-V/def2-TZVPD",
  "symbols": ["C", "C", "O", "O", "H", "H", "H", "C", "O", "H", "H", "H", "H"],
  "positions_angstrom": [[0.884, -1.238, -2.111], [0.549, -0.180, -1.058], [-0.400, 0.569, -1.183], [1.458, -0.147, -0.152], [0.851, -2.186, -1.565], [1.941, -1.208, -2.338], [0.187, -1.266, -2.928], [-0.987, 1.057, 1.516], [-1.055, 0.938, 2.944], [-0.270, 0.564, 3.338], [-1.309, 0.042, 1.167], [-0.062, 1.278, 1.002], [-1.788, 1.776, 1.367]],
  "mulliken_charge": [-1.056, 0.879, -0.515, -0.259, 0.304, 0.340, 0.302, -0.305, -0.534, 0.275, 0.185, 0.167, 0.216],
  "multiplicity": 2,
  "de_lowest_kcal_mol": 32.10,
  "lumo_energy_ev": [0.68, -3.53],
  "orbital_gap_ev": [10.621, 6.407]
}

---

{
  "formula": "C3H7O3PS",
  "method": "ωB97M-V/def2-TZVPD",
  "symbols": ["C", "C", "C", "O", "O", "O", "P", "S", "H", "H", "H", "H", "H", "H", "H"],
  "positions_angstrom": [[0.343, 1.695, -0.364], [-2.460, -1.684, 0.126], [0.830, 0.406, 0.271], [3.010, 0.555, -1.339], [3.101, -1.463, 0.153], [2.021, 0.800, 1.066], [2.468, -0.186, -0.193], [-2.734, 0.069, 0.409], [0.867, 2.117, -1.143], [-0.683, 1.753, -0.717], [0.313, 2.453, 0.450], [-3.409, -2.005, -0.116], [-2.224, -2.420, 0.964], [-1.652, -1.873, -0.550], [0.209, -0.216, 0.983]],
  "mulliken_charge": [-1.167, -0.939, 0.207, -0.755, -0.797, -0.502, 0.852, -0.778, 0.381, 0.294, 0.191, 0.292, 0.222, 0.230, 0.270],
  "multiplicity": 1,
  "de_lowest_kcal_mol": 35.50,
  "lumo_energy_ev": 6.31,
  "charge": -2,
  "orbital_gap_ev": 6.001
}

---

{
  "formula": "C3H7O3S",
  "method": "ωB97M-V/def2-TZVPD",
  "symbols": ["C", "C", "C", "O", "O", "O", "S", "H", "H", "H", "H", "H", "H", "H"],
  "positions_angstrom": [[-0.551, -1.711, 0.000], [0.976, 0.249, 0.629], [-0.862, -0.301, -0.418], [1.681, 1.633, -1.385], [-0.297, 2.560, 0.187], [-1.806, 0.331, 0.105], [1.285, 1.930, 0.017], [-0.956, -2.067, 1.019], [-0.988, -2.376, -0.808], [0.475, -1.763, 0.005], [1.730, -0.367, 0.304], [0.827, 0.232, 1.627], [-0.585, -0.087, -1.350], [-0.931, 1.738, 0.068]],
  "mulliken_charge": [-1.125, -1.519, 0.203, -0.612, -0.567, -0.776, 0.411, 0.213, 0.337, 0.413, 0.595, 0.512, 0.479, 0.436],
  "multiplicity": 1,
  "de_lowest_kcal_mol": 85.76,
  "lumo_energy_ev": 3.91,
  "charge": -1,
  "orbital_gap_ev": 6.894
}

---

{
  "formula": "C3H7O3S2",
  "method": "ωB97M-V/def2-TZVPD",
  "symbols": ["C", "C", "O", "O", "C", "S", "S", "H", "H", "H", "H", "H", "H", "H", "O"],
  "positions_angstrom": [[-0.601, 0.500, 0.711], [-0.215, 1.545, -0.401], [-1.080, 1.836, -1.234], [0.945, 2.043, -0.283], [-1.676, -0.447, 0.193], [-1.447, -2.246, 0.522], [0.046, -2.790, -0.816], [0.247, -0.037, 1.150], [-0.956, 1.090, 1.562], [-2.649, -0.188, 0.620], [-1.844, -0.370, -0.878], [1.042, -2.249, -0.110], [2.049, 0.798, -0.074], [3.282, 0.276, -0.910], [2.859, 0.238, -0.053]],
  "mulliken_charge": [-0.438, 0.577, -0.697, -0.838, -0.658, -0.165, -0.228, 0.325, 0.235, 0.342, 0.391, 0.177, 0.416, 0.266, -0.704],
  "multiplicity": 1,
  "de_lowest_kcal_mol": 3.49,
  "lumo_energy_ev": 3.07,
  "charge": -1,
  "orbital_gap_ev": 7.983
}

---

{
  "formula": "C3H7O4S2",
  "method": "ωB97M-V/def2-TZVPD",
  "symbols": ["C", "C", "C", "O", "O", "O", "O", "S", "S", "H", "H", "H", "H", "H", "H", "H"],
  "positions_angstrom": [[-0.425, -0.331, 1.561], [0.679, -1.904, -0.530], [-2.578, 0.711, -1.461], [1.108, 0.641, -0.526], [1.999, -0.582, 1.448], [-3.922, 1.508, 0.659], [-4.059, -0.839, 0.001], [0.911, -0.376, 0.487], [-3.126, 0.310, 0.278], [-0.368, 0.649, 2.110], [-0.114, -1.645, -1.237], [1.400, -2.321, -1.195], [0.327, -2.686, 0.272], [-2.809, 1.778, -1.538], [-1.591, 0.367, -1.596], [-3.305, 0.084, -1.879]],
  "mulliken_charge": [-0.620, -0.840, -0.754, -0.606, -0.637, -0.645, -0.679, 1.077, 0.801, 0.280, 0.226, 0.383, 0.256, 0.285, 0.196, 0.279],
  "multiplicity": 1,
  "de_lowest_kcal_mol": 140.89,
  "lumo_energy_ev": [1.69, 2.90],
  "charge": -1,
  "orbital_gap_ev": [5.761, 7.595]
}